Density functional theory data (ωB97M-V/def2-TZVPD) for a molecular structure, C6H19BrCl3F2Mg2NO9PSi in a non-equilibrium geometry.

Total charge: -3
Max |F| in eV/Å: 3.4
HOMO in hartree: -0.0421

```
45
Properties=species:S:1:pos:R:3:lowdin_charge:R:1
C -3.478 3.767 0.214 -0.189
N -4.797 4.088 -0.356 -0.178
C -5.853 3.917 0.656 -0.378
Si -7.613 4.376 0.095 0.445
O -8.267 3.186 -0.925 -0.274
H -2.805 3.343 -0.549 -0.087
H -3.586 3.076 1.045 0.042
H -2.958 4.662 0.579 0.077
H -4.729 5.049 -0.657 0.080
H -5.875 2.858 0.936 0.062
H -5.584 4.460 1.579 0.067
H -7.724 5.717 -0.493 -0.049
H -8.424 4.359 1.318 -0.120
H -8.672 2.557 -0.321 0.017
C -3.049 -0.331 0.481 -0.965
Cl -2.331 0.452 1.892 0.330
Cl -2.448 0.386 -1.043 0.288
H -2.786 -1.387 0.504 0.007
H -4.125 -0.207 0.518 0.033
Mg 0.138 -0.891 1.622 0.401
C 1.881 -1.244 -2.420 -0.074
O 3.104 -1.460 -1.737 -0.078
C 3.772 -2.553 -2.132 -0.649
O 3.408 -3.311 -2.994 0.114
O 4.884 -2.637 -1.420 -0.196
C 5.734 -3.780 -1.750 -0.047
H 1.442 -0.336 -2.011 0.036
H 2.053 -1.103 -3.488 0.094
H 1.194 -2.074 -2.252 0.092
H 6.083 -3.736 -2.796 0.040
H 5.199 -4.706 -1.553 0.060
H 6.604 -3.735 -1.104 0.084
F 3.168 -2.216 0.893 -0.648
F 7.645 -3.648 -3.547 -0.792
Cl -10.536 5.454 0.761 -0.681
Mg -0.810 2.169 -1.437 0.236
O 5.019 -6.593 -0.166 -0.056
H 4.490 -6.053 0.432 0.042
H 4.424 -7.293 -0.448 0.028
Br 4.912 -1.324 0.810 1.060
O 6.151 -0.931 2.750 -0.456
P 6.254 -0.650 4.267 -0.127
O 5.683 0.720 4.607 -0.232
O 7.733 -0.683 4.620 -0.211
O 5.470 -1.714 5.025 -0.243
```